(1)
Formula: C6H8N2
Source: OMol25
Level of theory: ωB97M-V with the def2-TZVPD basis set

```
16
Properties=species:S:1:pos:R:3:nbo_charge:R:1
C 1.305 1.134 -0.075 -0.08
C -1.377 1.154 -0.261 -0.19
C -1.435 -1.133 0.180 -0.08
C 1.482 -1.138 0.167 -0.21
C 0.000 -0.836 -0.132 -0.30
C -0.052 0.657 0.296 -0.30
H 3.095 0.186 -0.304 0.42
H 1.746 2.060 0.145 0.19
H -1.842 2.138 0.043 0.20
H -3.060 -0.036 -0.189 0.41
H -1.905 -2.075 -0.262 0.20
H 2.097 -2.002 -0.182 0.19
H 0.009 -0.540 -1.293 0.16
H -0.030 0.668 1.418 0.18
N 2.111 0.080 -0.074 -0.40
N -2.061 0.003 0.014 -0.40
```

Values from the calculation:
2S+1   1

(2)
Formula: C4H6INO
Source: OMol25
Level of theory: ωB97M-V with the def2-TZVPD basis set

```
13
Properties=species:S:1:pos:R:3:nbo_charge:R:1
H 2.229 -2.050 1.501 0.37
N 1.489 -1.438 1.177 -0.60
C 1.764 -0.386 0.582 0.08
I 3.652 0.470 0.198 0.10
C 0.589 0.425 -0.071 0.53
O 0.773 1.516 -0.539 -0.51
C -0.754 -0.190 0.056 -0.52
C -1.773 0.497 -0.878 -0.63
H -0.937 0.097 1.009 0.24
H -0.755 -1.276 0.049 0.25
H -1.228 1.051 -1.641 0.24
H -2.347 1.365 -0.365 0.21
H -2.700 -0.081 -1.079 0.23
```

Values from the calculation:
SMILES   [H]/N=C(\I)C(=O)CC
2S+1   1

ΔE to the lowest compared entry with this formula, charge and spin / kcal per mole: 129.4; 35.6